(1)
DFT (wB97M-V/def2-TZVPD) results for C34H40I2N7O6PS2Sr as an isolated structure in a non-equilibrium geometry.

E: -106620.7606 eV

```
93
Properties=species:S:1:pos:R:3:forces:R:3
Sr -0.744547 0.543327 0.473797 1.053 -1.083 -1.524
I -2.910466 -1.162584 -1.734831 -0.206 -0.013 -0.058
C -4.660864 -0.262046 -2.534963 -0.005 0.042 0.031
I -5.593896 1.171330 -1.270246 0.011 -0.007 -0.005
H -5.389333 -1.040458 -2.722451 0.016 -0.017 0.004
H -4.398643 0.247235 -3.454573 0.020 -0.003 0.004
O 7.511674 -2.253974 -3.905115 0.076 0.028 0.014
C 6.600522 -2.473084 -2.926144 -0.122 -0.151 -0.097
O 6.857013 -3.217227 -2.024426 0.043 0.062 0.047
C 5.289803 -1.768682 -3.070425 0.032 0.075 0.030
C 5.167966 -0.545547 -3.720763 0.010 -0.016 0.012
C 3.939452 0.091971 -3.793122 -0.040 0.027 -0.001
C 2.818158 -0.491000 -3.207358 0.116 -0.052 -0.008
C 2.942962 -1.703687 -2.532341 0.005 -0.002 -0.069
C 4.166897 -2.340687 -2.475635 0.042 0.022 0.048
N 1.566741 0.156309 -3.229300 -0.074 0.059 -0.012
C 1.086434 0.459281 -4.357991 0.039 -0.068 0.014
C -0.176959 1.207674 -4.534350 -0.036 0.069 -0.029
C -0.449308 1.752279 -5.786207 -0.001 -0.072 0.020
C -1.611094 2.485258 -5.961069 -0.025 0.009 0.003
C -2.464894 2.630788 -4.882041 0.006 -0.009 -0.016
C -2.112452 2.037702 -3.675350 -0.020 -0.044 -0.042
N -0.995180 1.345563 -3.491509 0.014 0.080 0.095
H 7.109647 -1.760117 -4.628545 -0.020 0.017 0.005
H 6.036656 -0.049691 -4.139517 0.004 -0.002 -0.005
H 3.855344 1.062926 -4.264698 -0.015 0.002 -0.008
H 2.076989 -2.128321 -2.043461 0.160 0.076 -0.083
H 4.272417 -3.284042 -1.955143 -0.014 -0.009 0.006
H 1.593418 0.177998 -5.289194 0.050 0.053 0.014
H 0.244562 1.600595 -6.603174 0.001 0.004 0.001
H -1.844542 2.929886 -6.919557 -0.001 -0.004 -0.001
H -3.387420 3.189886 -4.960633 0.001 0.002 -0.005
H -2.768425 2.127165 -2.815310 -0.002 -0.004 -0.015
O -0.885730 2.995284 4.357624 -0.013 0.007 0.029
S -1.925820 2.387534 3.580805 0.058 0.015 0.076
O -2.464714 1.132123 4.024423 -0.015 0.019 0.005
N -1.441425 2.254458 1.999480 -0.459 0.626 0.827
C -2.194164 2.982675 1.190177 -0.129 0.324 0.078
S -2.010703 3.007168 -0.476899 0.029 0.173 -0.073
C -3.243266 3.773610 1.894082 -0.065 0.051 0.008
C -4.161501 4.657067 1.351000 0.016 -0.047 -0.002
C -5.040929 5.294814 2.214240 -0.017 0.005 0.013
C -5.002984 5.054141 3.586287 -0.012 0.004 -0.009
C -4.083004 4.167535 4.131358 0.010 -0.023 0.006
C -3.218970 3.543878 3.255234 0.026 0.008 -0.057
H -4.175163 4.835030 0.283778 -0.001 0.000 -0.002
H -5.766688 5.993247 1.819111 0.000 -0.001 -0.001
H -5.698911 5.567860 4.236208 0.001 -0.001 0.003
H -4.041862 3.976101 5.194988 -0.005 0.004 0.002
C 2.603311 1.670065 4.254378 -0.010 -0.007 0.007
C 1.638521 1.388000 3.107016 0.060 -0.023 0.000
P 2.213564 0.316577 1.712583 0.014 0.108 0.243
C 3.835799 1.093667 1.305990 -0.057 0.008 0.001
C 4.461215 0.626915 -0.004688 -0.015 -0.012 -0.030
C 2.680291 -1.205910 2.640113 0.043 0.014 -0.059
C 3.154608 -2.367522 1.769942 0.019 0.022 -0.018
H 2.102500 2.278093 5.008561 0.008 0.007 -0.001
H 3.484994 2.216020 3.917297 0.003 -0.004 -0.009
H 2.938028 0.752302 4.738371 0.004 0.005 0.006
H 1.298229 2.331330 2.671477 0.001 -0.009 -0.003
H 0.735997 0.912296 3.504365 -0.011 -0.014 -0.012
H 4.517085 0.927059 2.144417 0.008 0.001 -0.005
H 3.647757 2.170858 1.261856 -0.003 0.001 0.009
H 4.682903 -0.439259 0.007272 -0.001 -0.021 -0.026
H 5.396887 1.155214 -0.193311 -0.001 0.008 0.001
H 3.792409 0.812822 -0.845716 -0.006 -0.009 -0.011
H 1.789397 -1.491401 3.208157 -0.013 -0.017 -0.024
H 3.450742 -0.942083 3.369102 -0.021 -0.001 0.017
H 2.428421 -2.604700 0.994096 -0.022 -0.015 -0.017
H 3.318232 -3.259383 2.375833 -0.006 -0.006 -0.006
H 4.097642 -2.135895 1.274239 0.014 -0.009 0.013
O -0.354630 -1.725238 -0.603296 -0.124 0.246 0.030
N 0.592999 -2.571200 -0.665188 -0.205 -0.130 0.190
C 0.257279 -3.820595 -0.884107 0.064 -0.096 0.005
C -1.099978 -4.244607 -1.033169 -0.068 -0.007 -0.062
N -2.196475 -4.572980 -1.154769 0.003 -0.023 0.118
C 1.316322 -4.775357 -0.972286 0.022 -0.031 0.002
N 2.168611 -5.544497 -1.045235 0.019 0.008 -0.002
C -4.085211 -3.660847 2.481629 -0.014 0.004 0.009
N -2.828379 -2.941655 2.344862 0.019 -0.026 -0.002
C -1.616242 -3.741528 2.452718 0.027 0.065 -0.022
C -2.760509 -1.643526 2.044647 -0.039 -0.036 0.122
C -4.044153 -0.863474 1.943125 0.005 -0.004 -0.026
O -1.664624 -1.081547 1.871794 -0.276 -0.169 0.357
H -3.927247 -4.509614 3.144188 0.006 0.007 0.015
H -4.427650 -4.037053 1.514892 0.006 0.001 -0.001
H -4.853895 -3.031327 2.921012 -0.003 -0.004 -0.009
H -1.425657 -3.995293 3.497668 -0.001 -0.007 -0.010
H -0.776816 -3.176605 2.059928 -0.001 -0.019 -0.012
H -1.739599 -4.656695 1.877417 0.007 -0.040 -0.047
H -4.498545 -0.763089 2.929907 0.011 -0.004 0.010
H -4.755283 -1.342077 1.270815 -0.001 0.008 -0.004
H -3.821613 0.135225 1.575827 -0.008 -0.007 -0.009
```
Positions in Å, forces in eV/Å.

***

(2)
DFT (wB97M-V/def2-TZVPD) results for C34H40N4O2Ti as an isolated structure in a non-equilibrium geometry.

E: -69065.2568 eV
Total charge: +2

```
81
Properties=species:S:1:pos:R:3:forces:R:3
Ti -0.037996 -0.906539 0.519062 0.059 -0.382 -1.073
C 4.018486 3.521620 3.479630 0.068 0.122 0.028
C 3.445446 2.424991 2.632658 -0.155 -0.205 0.030
C 3.780428 2.259943 1.310407 0.029 -0.002 -0.002
C 3.304605 1.161458 0.558293 -0.008 0.053 -0.072
C 3.612471 0.853452 -0.797713 -0.011 0.060 0.000
N 3.861973 1.634277 -1.811847 0.013 -0.121 -0.008
C 3.698261 3.085841 -1.940910 0.124 -0.062 0.080
C 2.521463 3.408316 -2.884529 0.033 0.053 -0.134
C 1.624664 4.553401 -2.406379 -0.120 0.126 0.092
N 1.192929 4.318632 -1.022871 -0.012 -0.050 0.015
C 0.323401 3.444063 -0.596623 -0.048 0.005 -0.033
C -0.779225 2.827432 -1.250850 0.027 0.028 0.018
C -1.659542 3.431995 -2.176267 0.006 -0.003 0.008
C -2.901376 2.888090 -2.412237 -0.014 -0.157 0.126
C -3.883318 3.519204 -3.355035 -0.004 0.075 -0.087
C -3.283612 1.747437 -1.671374 0.028 0.119 -0.064
C -2.443059 1.087680 -0.793325 0.062 -0.003 0.028
C -2.931140 -0.002089 0.067187 0.058 0.100 -0.015
N -2.173577 -0.735498 0.785141 0.126 0.114 0.222
C -2.757846 -1.701447 1.729731 -0.028 0.112 -0.218
C -2.168197 -1.546317 3.132004 -0.097 -0.050 0.126
C -0.735943 -2.034342 3.361507 0.240 -0.007 -0.017
N 0.265612 -1.267146 2.605921 -0.284 0.208 -0.220
C 1.060915 -0.459598 3.195178 0.192 0.018 -0.029
C 2.038835 0.409391 2.515463 0.016 -0.056 -0.003
C 2.559943 1.484590 3.205565 0.081 0.116 -0.036
C 2.447339 0.193840 1.156953 -0.218 -0.045 0.255
O 1.989576 -0.783521 0.457660 -0.174 0.120 0.127
C -1.125749 1.588733 -0.655854 -0.143 -0.114 0.095
O -0.199940 0.975695 0.010427 0.097 -0.169 0.080
H 4.532261 4.265425 2.872393 0.013 -0.001 0.003
H 4.740898 3.124358 4.194016 -0.003 -0.004 0.002
H 3.242099 4.030793 4.050910 -0.008 -0.005 0.004
H 4.497513 2.944604 0.871390 0.000 0.000 -0.028
H 3.586776 -0.203586 -1.044656 0.011 -0.003 -0.020
H 4.069864 1.156457 -2.680229 0.021 0.007 -0.009
H 4.639126 3.486357 -2.317427 -0.050 0.076 0.002
H 3.553270 3.484461 -0.942288 -0.055 -0.013 -0.020
H 1.908945 2.514312 -3.018720 -0.041 0.004 0.090
H 2.894336 3.680858 -3.872665 -0.002 -0.050 -0.006
H 0.752960 4.652076 -3.047695 0.064 -0.043 -0.049
H 2.143819 5.510544 -2.413834 0.022 -0.020 -0.030
H 1.787565 4.716088 -0.309336 0.005 0.001 0.012
H 0.449347 3.172395 0.448424 -0.002 0.004 0.010
H -1.402970 4.373976 -2.645483 0.011 0.006 0.009
H -3.414141 4.306692 -3.941937 -0.016 0.008 -0.004
H -4.722104 3.958878 -2.814058 -0.004 -0.011 0.011
H -4.287905 2.780920 -4.047056 -0.002 -0.001 -0.006
H -4.297127 1.380635 -1.798581 -0.010 -0.026 0.019
H -4.014442 -0.136008 0.101672 0.011 -0.001 0.035
H -2.569385 -2.704097 1.336400 -0.021 0.032 0.050
H -3.838583 -1.546156 1.772099 0.000 -0.068 0.039
H -2.791412 -2.147559 3.798202 -0.010 0.029 -0.003
H -2.270235 -0.510582 3.468586 0.036 0.007 -0.028
H -0.642684 -3.074075 3.038564 -0.049 0.001 0.037
H -0.492899 -1.982574 4.426008 -0.074 -0.031 0.004
H 1.015497 -0.360434 4.283399 0.020 -0.039 -0.008
H 2.274768 1.627346 4.243609 -0.014 -0.026 0.008
C 0.039253 -4.045078 -2.415920 0.062 -0.012 -0.041
C -0.134628 -3.626862 -0.950439 0.083 0.103 0.019
C 1.143008 -3.980784 -0.186433 0.061 -0.060 0.059
C -0.377103 -2.129468 -0.840263 0.133 0.131 0.433
C -1.380007 -4.276775 -0.347012 -0.156 -0.064 0.003
C -1.360968 -4.943150 0.874950 0.039 -0.021 -0.003
C -2.530431 -5.445127 1.439672 0.027 -0.025 -0.021
C -3.742690 -5.295435 0.788006 -0.020 -0.002 -0.004
C -3.776510 -4.648124 -0.442514 -0.028 -0.006 0.080
C -2.612411 -4.144304 -0.996056 0.099 0.032 -0.011
H 0.948347 -3.603753 -2.827671 0.000 0.025 0.009
H -0.796373 -3.720953 -3.034973 -0.014 -0.012 0.007
H 0.121197 -5.129879 -2.499606 0.005 -0.007 0.022
H 1.991481 -3.472139 -0.642635 -0.006 0.001 -0.031
H 1.342890 -5.053768 -0.196875 -0.042 -0.003 -0.013
H 1.108192 -3.664137 0.861440 -0.025 0.021 0.003
H -1.061935 -1.745915 -1.612452 0.022 0.087 0.043
H -0.425475 -5.098455 1.395730 0.003 -0.019 0.006
H -2.483205 -5.974087 2.382849 -0.004 -0.007 0.011
H -4.649405 -5.697165 1.219599 -0.006 -0.003 0.001
H -4.714441 -4.546408 -0.972728 -0.003 0.006 -0.014
H -2.659791 -3.643934 -1.955372 -0.023 0.002 -0.001
```
Positions in Å, forces in eV/Å.

***

HOMO level, record by record: -0.3214 -0.4403 Ha
Relative energy (zero: lowest compared OMol25 entry of this formula, charge and spin), record by record: 23.1 0.0 kcal/mol